No. 1
11
Properties=species:S:1:pos:R:3 method="wB97M-V/def2-TZVPD" e_lumo_ev=1.19 charge=0 orbital_gap_ev=9.89 e_tot_ha=-231.16191 smiles="C=COC=C" homo_energy_ev=-8.703 de_lowest_kcal_mol=38.79
C -2.337 0.336 0.097
C -1.227 -0.318 -0.069
O -0.062 0.404 -0.052
C 1.151 -0.308 -0.084
C 2.344 0.326 0.084
H -3.301 -0.242 0.017
H -2.523 1.410 -0.006
H -0.940 -1.392 0.075
H 1.119 -1.378 -0.058
H 3.174 -0.250 -0.053
H 2.602 1.412 0.049

---

No. 2
70
Properties=species:S:1:pos:R:3 method="wB97M-V/def2-TZVPD" e_lumo_ev=-5.86 charge=+1 orbital_gap_ev=5.98 e_tot_ha=-1958.66509 homo_energy_ev=-11.836
C 0.669 2.546 -2.401
Si -0.237 0.950 -2.000
C -0.176 -0.144 -3.524
H 0.541 0.242 -0.885
C -2.019 1.249 -1.400
Si -2.056 2.443 0.076
C -0.941 1.902 1.487
C -1.545 4.162 -0.494
C -3.799 2.714 0.717
Si -2.971 -0.375 -1.155
C -2.078 -1.580 -0.028
C -4.703 -0.092 -0.493
C -3.266 -1.211 -2.813
H -0.024 3.376 -2.588
H 1.351 2.832 -1.588
H 1.268 2.387 -3.310
H -1.126 -0.141 -4.073
H 0.613 0.232 -4.192
H 0.071 -1.180 -3.252
H -2.554 1.783 -2.223
H -0.834 2.741 2.193
H -1.361 1.055 2.045
H 0.073 1.622 1.175
H -2.071 4.897 0.132
H -0.468 4.344 -0.399
H -1.838 4.342 -1.536
H -3.846 3.730 1.133
H -4.548 2.649 -0.080
H -4.073 2.011 1.510
H -2.466 -2.598 -0.189
H -0.997 -1.621 -0.203
H -2.232 -1.341 1.032
H -5.333 -0.919 -0.850
H -4.740 -0.088 0.602
H -5.141 0.841 -0.861
H -4.191 -1.801 -2.735
H -3.405 -0.477 -3.617
H -2.455 -1.891 -3.098
C 1.993 -0.899 0.991
C 2.337 0.415 1.487
C 2.877 1.379 0.603
C 3.422 2.559 1.096
C 3.392 2.830 2.468
C 2.785 1.922 3.345
C 2.253 0.726 2.864
C 1.011 -1.801 1.547
C 1.135 -3.071 0.870
C 0.426 -4.180 1.310
C -0.394 -4.044 2.437
C -0.518 -2.812 3.100
C 0.144 -1.672 2.635
C 2.244 -2.970 -0.069
C 2.783 -1.637 0.033
C 4.030 -1.337 -0.522
C 4.750 -2.359 -1.143
C 4.197 -3.647 -1.278
C 2.939 -3.960 -0.747
H 2.886 1.171 -0.471
H 3.886 3.269 0.407
H 3.862 3.734 2.857
H 2.733 2.131 4.415
H 1.829 -0.001 3.557
H 0.522 -5.124 0.774
H -0.935 -4.908 2.819
H -1.146 -2.739 3.990
H -0.010 -0.703 3.109
H 4.446 -0.336 -0.446
H 5.753 -2.161 -1.524
H 4.774 -4.419 -1.786
H 2.498 -4.953 -0.839

---

No. 3
8
Properties=species:S:1:pos:R:3 method="wB97M-V/def2-TZVPD" e_lumo_ev="3.95 / 3.82" charge=-1 orbital_gap_ev="6.88 / 6.47" e_tot_ha=-713.94629 homo_energy_ev="-2.935 / -2.651" de_lowest_kcal_mol=88.44
N -3.990 -0.408 0.158
N -0.655 -0.226 0.324
N -1.861 1.171 -0.524
O -1.262 2.222 -0.408
O -3.464 -0.883 -0.868
S -3.173 1.047 0.558
H -0.030 0.205 -0.428
H -1.054 -1.090 -0.008

---

No. 4
35
Properties=species:S:1:pos:R:3 method="wB97M-V/def2-TZVPD" e_lumo_ev=1.38 charge=-1 orbital_gap_ev=8.93 e_tot_ha=-1982.43965 homo_energy_ev=-7.548
C -0.745 1.130 2.170
C -1.829 0.234 1.596
O -2.468 -0.495 2.308
N -2.003 0.310 0.167
C -3.253 -0.331 -0.255
C -0.845 -0.270 -0.459
C -0.182 0.343 -1.424
C -0.391 1.644 -2.136
C -0.671 2.838 -1.219
C 0.616 3.498 -0.713
I -1.777 4.297 -2.419
C 0.962 -0.583 -1.817
O 1.799 -0.395 -2.660
O 0.886 -1.664 -1.009
C -0.176 -1.599 -0.135
O -0.457 -2.401 0.702
H -0.633 2.043 1.590
H -0.985 1.340 3.208
H 0.213 0.605 2.134
H -3.345 -0.356 -1.338
H -4.070 0.301 0.102
H -3.417 -1.316 0.186
H 0.489 1.870 -2.736
H -1.224 1.504 -2.826
H -1.330 2.612 -0.391
H 0.942 3.015 0.211
H 1.416 3.330 -1.436
H 0.522 4.569 -0.558
F 4.606 -3.918 2.029
P 3.139 -3.727 1.308
F 2.141 -4.975 0.906
F 2.300 -2.883 0.167
F 4.058 -4.237 0.039
F 3.189 -2.194 1.929
F 2.524 -4.142 2.778

---

No. 5
45
Properties=species:S:1:pos:R:3 method="wB97M-V/def2-TZVPD" e_lumo_ev=2.62 charge=-1 orbital_gap_ev=5.93 e_tot_ha=-1392.82912 homo_energy_ev=-3.314 de_lowest_kcal_mol=0.00
Ag 0.513 0.274 0.815
F 5.438 0.850 -1.653
C 4.092 1.039 -1.757
C 3.284 0.835 -0.662
C 1.898 1.018 -0.733
C 1.356 1.438 -1.976
C 2.228 1.613 -3.047
F 1.776 1.991 -4.285
C 3.594 1.424 -2.983
C -0.127 1.691 -2.101
C -0.776 2.160 -3.255
C -2.142 2.370 -3.233
C -2.863 2.129 -2.073
C -2.148 1.679 -0.976
N -0.840 1.469 -0.996
H 3.756 0.521 0.262
H 4.222 1.568 -3.849
H -0.224 2.360 -4.156
H -2.642 2.725 -4.127
H -3.933 2.282 -2.017
H -2.639 1.484 -0.026
C -0.599 -1.516 1.609
C -0.827 -2.287 0.383
C 0.064 -3.285 -0.054
C -0.129 -3.974 -1.240
C -1.231 -3.713 -2.051
C -2.137 -2.746 -1.629
C -1.944 -2.059 -0.441
H -0.026 -2.078 2.350
H -1.551 -1.180 2.035
H 0.940 -3.494 0.550
H 0.598 -4.720 -1.543
H -1.376 -4.245 -2.983
H -3.006 -2.517 -2.238
H -2.662 -1.303 -0.139
N 0.412 0.365 6.426
C 0.106 0.690 5.131
N -0.351 -0.324 4.359
N 0.281 1.931 4.744
C -0.058 2.071 3.446
N -0.338 2.020 2.326
H -0.175 -0.336 6.846
H 0.560 1.176 7.007
H -0.008 -1.245 4.584
H -0.361 -0.150 3.351

---

No. 6
89
Properties=species:S:1:pos:R:3 method="wB97M-V/def2-TZVPD" e_lumo_ev="-7.77 / -7.55" multiplicity=3 charge=+3 orbital_gap_ev="8.62 / 8.68" e_tot_ha=-3372.88668 homo_energy_ev="-16.384 / -16.230" de_lowest_kcal_mol=0.00 s_squared=2.037
V -0.560 0.902 0.002
N -1.137 1.105 2.104
C -2.194 2.134 2.322
C -3.103 2.119 1.119
N -2.292 2.307 -0.115
C -1.920 3.724 -0.388
C -0.489 3.990 0.021
N 0.344 2.856 -0.457
H -0.374 1.280 2.758
H -1.518 0.200 2.390
H -2.753 1.933 3.237
H -1.709 3.101 2.447
H -3.593 1.147 1.033
H -3.880 2.883 1.193
H -2.878 1.997 -0.881
H -2.028 3.890 -1.462
H -2.606 4.408 0.113
H -0.140 4.935 -0.397
H -0.368 4.048 1.101
H 0.389 2.877 -1.476
H 1.300 3.023 -0.154
C 2.462 -1.922 2.035
N 1.442 -0.991 1.518
P 1.751 0.541 0.887
C 3.099 0.542 -0.293
C 2.837 0.723 -1.652
C 3.873 0.722 -2.573
C 5.177 0.526 -2.141
C 5.451 0.340 -0.790
C 4.419 0.357 0.133
C 2.308 1.578 2.245
C 1.945 1.274 3.560
C 2.303 2.123 4.598
C 3.010 3.287 4.327
C 3.376 3.596 3.024
C 3.034 2.744 1.984
P 0.082 -1.440 0.616
C 0.514 -2.695 -0.588
C 0.972 -2.305 -1.851
C 1.399 -3.258 -2.763
C 1.371 -4.605 -2.420
C 0.924 -5.000 -1.166
C 0.496 -4.051 -0.251
C -1.068 -2.209 1.770
C -0.870 -2.092 3.147
C -1.789 -2.637 4.035
C -2.910 -3.295 3.552
C -3.112 -3.416 2.181
C -2.198 -2.878 1.292
H 3.085 -2.299 1.222
H 1.971 -2.759 2.529
H 3.084 -1.410 2.767
H 1.816 0.859 -1.998
H 3.669 0.879 -3.624
H 5.988 0.527 -2.857
H 6.469 0.195 -0.458
H 4.645 0.246 1.187
H 1.418 0.352 3.780
H 2.044 1.868 5.617
H 3.294 3.944 5.138
H 3.949 4.490 2.819
H 3.381 2.967 0.981
H 1.034 -1.255 -2.107
H 1.776 -2.956 -3.732
H 1.711 -5.349 -3.128
H 0.914 -6.048 -0.901
H 0.143 -4.369 0.723
H 0.012 -1.595 3.532
H -1.622 -2.561 5.101
H -3.624 -3.725 4.242
H -3.981 -3.943 1.811
H -2.361 -2.992 0.227
O -2.187 -0.318 -0.792
C -1.740 -0.186 -1.958
O -0.762 0.587 -2.178
C -2.315 -1.040 -3.073
N -1.829 -0.504 -4.398
C -2.957 0.334 -5.016
C -4.107 0.248 -4.015
C -3.832 -1.012 -3.192
H -1.889 -2.038 -2.936
H -1.580 -1.273 -5.017
H -0.985 0.054 -4.240
H -3.188 -0.106 -5.983
H -2.567 1.336 -5.174
H -5.061 0.196 -4.534
H -4.133 1.137 -3.383
H -4.186 -1.907 -3.704
H -4.289 -0.988 -2.205

---

No. 7
9
Properties=species:S:1:pos:R:3 method="wB97M-V/def2-TZVPD" e_lumo_ev="-2.46 / -1.10" charge=0 orbital_gap_ev="5.02 / 7.96" e_tot_ha=-1524.41062 homo_energy_ev="-7.482 / -9.056" de_lowest_kcal_mol=75.65
C 1.151 -1.264 -1.256
Si -0.959 0.899 1.479
S 1.279 -1.677 0.283
S 0.346 -0.547 -2.501
S -0.272 1.532 -0.397
H -2.268 0.417 1.506
H -0.047 -0.331 1.464
H -0.654 1.732 2.814
H 1.424 -0.760 -3.392